Here is the molecule C4H7N3 from the Open Molecules 2025 dataset. Energies are from ωB97M-V/def2-TZVPD.

Summary:
orbital gap = 9.566 eV
energy above the lowest of the compared OMol25 structures with the same formula, charge and spin = 1.195 eV
SMILES = Cc1cncn1N
E_HOMO = -8.78 eV
molecular weight = 97.1 g/mol

```
! wB97M-V def2-TZVPD RIJCOSX def2/J DEFGRID3
* xyz 0 1
C 1.28887 -1.35036 0.12789
C 0.52332 -0.14499 -0.45911
C 0.59393 0.66582 -1.53640
N -0.44769 1.59467 -1.49516
C -1.10306 1.34915 -0.42583
N -0.60635 0.31052 0.23700
N -1.03383 -0.16302 1.49170
H 0.58290 -2.25982 0.35086
H 1.91956 -1.73167 -0.66824
H 1.80846 -1.23005 1.08717
H 1.36253 0.64780 -2.28431
H -1.94184 1.95323 -0.08540
H -2.12816 -0.21439 1.49925
H -0.81865 0.57311 2.16056
*
```


Here is a structure of composition C53H46AsF3LaN4O5P2S3 from the Open Molecules 2025 dataset. Energies are from ωB97M-V/def2-TZVPD.

Summary:
orbital gap = 6.407 eV
energy above the lowest of the compared OMol25 structures with the same formula, charge and spin = 0.000 eV
E_HOMO = -4.47 eV
molecular weight = 1247.9 g/mol

```
! wB97M-V def2-TZVPD RIJCOSX def2/J DEFGRID3
* xyz -1 1
La -0.13983 -1.16503 3.05922
S -4.24125 -2.95429 5.21754
C -2.78876 -2.22565 4.86211
S -1.26834 -3.04839 5.13873
S -2.82036 -0.56144 4.19454
C 3.43950 -5.95222 -3.89103
C 3.41575 -4.57798 -3.66372
C 2.78088 -4.08198 -2.54660
C 2.16158 -4.95018 -1.64443
C 2.18347 -6.31590 -1.86193
C 2.83009 -6.82172 -2.99743
P 1.23756 -4.08077 -0.33860
C 0.24152 -5.26355 0.62061
C -0.72456 -6.01491 -0.06650
C -1.76365 -6.63015 0.62978
C -1.87340 -6.50912 2.01612
C -0.90084 -5.81228 2.69684
C 0.13882 -5.19856 2.01643
C 2.59230 -3.62249 0.80304
C 3.23577 -4.61287 1.52592
C 4.21675 -4.35979 2.45269
C 4.57945 -3.04774 2.68505
C 3.99888 -2.03071 1.96892
C 2.97370 -2.31250 1.05891
H 3.87935 -6.37629 -4.78841
H 3.87031 -3.85735 -4.34637
H 2.79337 -3.02530 -2.31401
H 1.71716 -7.00361 -1.14707
H 2.81892 -7.89224 -3.21724
H -0.63149 -6.13244 -1.13594
H -2.47790 -7.22022 0.08158
H -2.70336 -6.93862 2.56397
H -0.96173 -5.68558 3.76719
H 0.89862 -4.66349 2.57358
H 2.95356 -5.62389 1.36043
H 4.70795 -5.15226 3.00258
H 5.34562 -2.75443 3.37108
H 4.28190 -1.03594 2.20711
O 4.23871 0.48250 0.58403
N 2.94031 0.18476 1.20896
O 2.17910 -1.03923 -0.77616
N 2.24231 -1.14903 0.51269
O 1.02820 -1.08064 1.09232
C -1.05855 3.28395 2.20472
C -0.85085 4.58117 1.40796
As -1.62830 4.68195 -0.40852
C -2.19865 6.55796 -0.39929
C -3.43791 6.86083 -0.96111
C -3.94122 8.16682 -0.99136
C -3.19703 9.20182 -0.43886
C -1.94504 8.91834 0.08587
C -1.44699 7.60918 0.11149
C -0.01047 4.98616 -1.49820
C 1.31602 4.70176 -1.14858
C 2.32935 4.84657 -2.08693
C 2.07465 5.37365 -3.31928
C 0.76957 5.68393 -3.69592
C -0.25086 5.48297 -2.78109
P -0.21865 1.68554 1.70885
C 1.50641 2.13950 1.46521
C 2.05546 3.12179 2.17657
C 3.43028 3.50822 1.97068
C 4.22743 2.92063 1.09246
C 3.77279 1.82080 0.20793
C 2.34611 1.33523 0.50338
C -0.98399 1.41363 0.06022
C -2.35176 1.09030 0.25017
C -3.21569 1.03743 -0.82438
C -2.72956 1.22567 -2.09278
C -1.38807 1.52996 -2.31083
C -0.53022 1.61554 -1.23615
H -2.12615 3.06046 2.22516
H -0.72988 3.45224 3.23212
H 0.20291 4.87041 1.38919
H -1.35709 5.35643 1.97307
H -4.06080 6.08082 -1.35538
H -4.90882 8.36691 -1.45567
H -3.53026 10.24676 -0.46750
H -1.30581 9.71863 0.43136
H -0.44110 7.45093 0.51318
H 1.56807 4.36845 -0.15141
H 3.34616 4.60386 -1.80193
H 2.88971 5.47264 -4.02445
H 0.54354 6.10236 -4.66488
H -1.27364 5.76851 -3.07404
H 1.46107 3.66260 2.92042
H 3.83381 4.34151 2.58439
H 5.28432 3.21017 1.01571
H 4.05018 2.00504 -0.83414
H 1.80454 0.95304 -0.38408
H -2.70199 0.83492 1.24487
H -4.26074 0.80256 -0.67566
H -3.43982 1.14938 -2.93322
H -0.98813 1.65946 -3.29908
H 0.51338 1.86460 -1.39475
O -1.67628 -0.65330 -4.69234
C -2.17379 -1.95434 -4.45500
N -2.19892 -2.34324 -3.08222
C -3.30960 -2.10947 -2.31873
O -4.33653 -1.63487 -2.76588
C -3.20743 -2.49627 -0.86935
C -4.30951 -3.12040 -0.30650
C -4.24002 -3.48384 1.02396
C -3.12090 -3.21414 1.78171
N -2.02724 -2.59477 1.26693
C -2.09205 -2.30671 -0.03980
H -2.38478 -0.03577 -4.43190
H -1.54116 -2.65237 -5.01632
H -3.21342 -2.07215 -4.79488
H -1.35529 -2.69503 -2.65657
H -5.18242 -3.32146 -0.93746
H -5.05411 -4.02781 1.47967
H -3.05753 -3.44794 2.83291
H -1.18088 -1.87860 -0.46627
F 1.28318 0.10622 5.94364
C 1.35652 0.57637 4.64248
F 0.85600 1.87158 4.76620
F 2.72247 0.81780 4.49370
*
```


Here is the molecule C3H3FO from the Open Molecules 2025 dataset. Energies are from ωB97M-V/def2-TZVPD.

Summary:
orbital gap = 8.896 eV
energy above the lowest of the compared OMol25 structures with the same formula, charge and spin = 1.514 eV
SMILES = CC(F)=C=O
E_HOMO = -8.59 eV
molecular weight = 74.1 g/mol

```
! wB97M-V def2-TZVPD RIJCOSX def2/J DEFGRID3
* xyz 0 1
C 0.21028 0.06965 -0.13445
C 1.54176 0.53167 0.32024
F 1.63016 1.87560 0.51823
C 2.67168 -0.22125 -0.36358
O 3.61520 -0.91169 -0.33940
H -0.13833 0.62420 -1.07240
H -0.64542 0.21942 0.64671
H 0.40761 -1.01409 -0.36327
*
```


Here is a structure of composition C4H10N2O from the Open Molecules 2025 dataset. Energies are from ωB97M-V/def2-TZVPD.

Summary:
orbital gap (spin up / spin down) = 7.914 / 7.913 eV
energy above the lowest of the compared OMol25 structures with the same formula, charge and spin = 4.851 eV
E_HOMO (spin up / spin down) = -8.30 / -8.30 eV
molecular weight = 102.1 g/mol

```
! wB97M-V def2-TZVPD RIJCOSX def2/J DEFGRID3
* xyz 0 1
C 0.28383 -0.53964 0.24047
C -0.44381 -0.23474 1.52815
C 1.78645 -0.56253 0.34440
C -0.18253 0.74470 -1.20270
N -0.24514 -1.34450 -0.71830
N -1.52438 1.12585 -0.95638
O 0.78205 1.47992 -1.42112
H -1.24305 -1.49075 -0.53918
H -0.29138 -0.22950 -1.93215
H -1.99660 1.33130 -1.82785
H -1.58068 1.81884 -0.21797
H 2.22647 -0.86818 -0.60149
H -0.08580 -0.87923 2.33453
H -0.22510 0.79379 1.82857
H -1.52392 -0.33087 1.42794
H 2.10500 -1.24962 1.13184
H 2.15859 0.43518 0.58123
*
```


Results for E: -320.8394; -7086.6541; -291.1201; -343.0232 (in a.u., following the order of the records).